Here is the molecule C2H4N4O from the OMol25 dataset. Energies are from ωB97M-V/def2-TZVPD.

Last column: Mulliken charge in e.
CARTESIAN COORDINATES (ANGSTROEM)
1 C 1.04 -1.55 0.77  -0.758
2 C -0.75 0.27 0.45  0.361
3 H 0.19 -2.15 1.33  0.283
4 H 1.33 -2.32 -0.09  0.280
5 H 1.90 -1.25 1.51  0.258
6 H -1.30 1.98 -0.83  0.290
7 N 0.54 -0.39 0.14  0.455
8 N 1.06 -0.04 -1.04  -0.270
9 N 0.34 0.91 -1.43  -0.384
10 N -0.71 1.11 -0.56  0.099
11 O -1.55 0.03 1.37  -0.614

Summary:
SMILES: Cn1nn[nH]c1=O
E_LUMO: 0.84 eV
Electronic energy: -10144.734 eV
2S+1: 1



Here is a structure of composition C2H4N4O from the OMol25 dataset. Energies are from ωB97M-V/def2-TZVPD.

Last column: Mulliken charge in e.
CARTESIAN COORDINATES (ANGSTROEM)
1 N 2.43 0.47 -0.19  -0.504
2 C 1.14 0.80 -0.27  0.473
3 N 0.30 -1.56 0.01  -0.825
4 N -0.82 -1.13 0.14  0.489
5 C -1.33 0.23 0.56  -0.173
6 O -2.42 0.39 -0.20  -0.380
7 N 0.06 1.23 -0.39  -0.289
8 H 2.53 -0.54 -0.15  0.328
9 H 2.96 0.97 0.51  0.252
10 H -1.66 -1.75 0.11  0.234
11 H -2.94 1.10 0.20  0.394

Summary:
E_LUMO: 0.52 eV
Electronic energy: -10141.075 eV
2S+1: 1



Here is a structure of composition C2H4N4O from the OMol25 dataset. Energies are from ωB97M-V/def2-TZVPD.

Last column: Mulliken charge in e.
CARTESIAN COORDINATES (ANGSTROEM)
1 C -0.83 0.01 -0.05  0.375
2 C 1.21 -0.03 -0.04  0.565
3 H -2.14 -1.40 0.17  0.268
4 H -2.72 0.16 0.42  0.296
5 H 1.36 2.07 0.05  0.241
6 H 2.34 -1.48 -0.11  0.395
7 N -2.14 -0.49 -0.20  -0.518
8 N -0.56 1.30 -0.10  -0.723
9 N 0.83 1.20 -0.05  0.220
10 N 0.19 -0.87 0.00  -0.594
11 O 2.45 -0.46 -0.09  -0.524

Summary:
E_LUMO: 0.70 eV
Electronic energy: -10146.532 eV
2S+1: 1



Here is the molecule C2H4N4O from the OMol25 dataset. Energies are from ωB97M-V/def2-TZVPD.

Last column: Mulliken charge in e.
CARTESIAN COORDINATES (ANGSTROEM)
1 C -1.27 -1.29 0.16  0.617
2 C -0.17 -1.06 1.01  -0.617
3 N -1.17 -0.57 -1.11  -0.306
4 N -0.37 0.34 -1.24  0.167
5 N 0.18 0.98 -0.32  -0.046
6 N 1.31 1.70 -0.64  -0.422
7 O -2.31 -1.89 0.31  -0.533
8 H -0.41 -1.11 2.16  0.261
9 H 0.79 -0.84 0.61  0.374
10 H 2.20 1.29 -0.91  0.239
11 H 1.23 2.46 -0.03  0.266

Summary:
E_LUMO (alpha / beta): -1.39 / -1.35 eV
Electronic energy: -10140.823 eV
2S+1: 1



Ordered maximum force results: 4.71, 0.93, 3.78, 3.22; unit eV/A.
Ordered energy above the lowest of the compared OMol25 structures with the same formula, charge and spin results: 55.4, 139.7, 13.9, 145.6; unit kcal/mol.